Molecular formula: C47H52Br2N2O2P2Zr
Method: DFT, wB97M-V/def2-TZVPD

```
108
Properties=species:S:1:pos:R:3
C -1.356 1.192 -1.989
H -2.279 -2.819 6.876
Br 5.767 -0.268 -2.718
H -2.229 -2.265 -5.304
C -0.973 -1.946 3.896
H -1.229 -3.840 4.860
C -4.562 -2.287 3.345
H -0.471 -2.242 -5.357
H -2.661 -3.446 -1.806
H 4.264 0.344 -0.236
H -2.729 -0.568 -4.545
H 2.815 -2.130 -3.796
C 3.882 2.377 0.420
C 1.035 1.948 0.705
C 1.757 -2.325 -3.613
C -1.330 -2.752 -4.931
H 0.506 -0.271 -5.165
C -1.180 2.475 4.690
C 2.145 5.022 0.746
C 0.423 1.269 3.077
H 0.990 0.985 3.963
O 1.280 -3.637 0.065
H 1.488 4.601 1.511
H -1.341 -3.771 -5.325
H -3.052 -4.078 -3.404
H -3.589 3.403 -3.265
C -5.353 -1.160 3.521
H -3.422 -2.399 -3.003
C 4.285 0.925 0.684
H 3.330 -4.858 -0.445
H -1.247 3.463 5.130
H -4.311 0.610 0.833
C -1.364 -2.769 4.938
C 4.971 3.062 -0.406
Zr -0.365 -0.618 0.450
H 5.097 2.549 -1.361
C -1.313 -2.802 -3.398
C 1.971 4.295 -0.580
H 1.691 -3.105 -2.853
H 4.751 4.111 -0.609
H -2.379 1.400 0.412
N 3.866 -1.662 -1.287
C 5.072 -4.147 -1.518
C -2.048 -0.823 6.118
H 0.474 5.621 -1.416
C -1.118 -0.560 3.878
H -2.055 1.666 6.375
H 1.333 -2.725 -4.534
C -2.515 -1.345 0.285
C -1.621 0.005 5.078
H 3.617 0.422 1.382
H -6.051 -1.102 4.346
H 6.607 -3.077 -2.597
H -5.882 0.755 2.710
H -2.898 -0.787 -0.583
C -0.715 0.252 2.673
H 1.888 6.079 0.637
C -3.663 -2.360 2.292
H 0.420 3.982 -2.082
C -0.358 1.736 0.201
H -2.359 -2.372 -0.071
C 1.103 0.017 -4.299
H 2.379 1.838 2.293
H -0.194 4.307 -0.455
C 5.669 -3.026 -2.066
H -1.925 3.195 -1.465
C -2.094 2.371 -2.145
H -0.618 -3.596 -3.101
H -0.373 3.368 2.914
H 0.739 0.982 -3.947
Br -0.148 -2.855 2.430
C 0.588 4.562 -1.173
C -3.030 2.482 -3.159
C -2.536 0.251 -3.873
H -2.454 -0.360 7.009
C -3.257 1.426 -4.030
O 1.509 -1.417 0.113
C -1.597 1.547 2.444
C -1.594 0.113 -2.861
C -2.692 -3.199 -2.865
H 2.137 0.149 -4.629
H 5.298 0.884 1.093
P -0.615 -1.365 -2.453
H -3.992 1.510 -4.820
H 1.620 -0.616 -2.335
N -0.380 1.013 -1.020
C 3.293 -2.750 -0.774
C 1.065 -1.026 -3.186
C -1.647 1.447 5.394
C -1.481 1.663 0.966
H 3.169 4.969 1.117
H -2.635 1.523 2.766
H -3.059 -3.251 2.167
C -1.940 -2.199 6.056
C 5.003 -1.817 -1.916
C 3.854 -4.014 -0.868
C -3.514 -1.306 1.388
H 2.706 4.675 -1.297
C 1.353 1.686 1.984
C -4.352 -0.199 1.556
C 1.927 -2.622 -0.131
H 5.546 -5.116 -1.609
H 5.925 3.018 0.123
C -0.645 2.384 3.302
C -5.251 -0.120 2.608
H -4.644 -3.118 4.035
P 2.295 2.454 -0.552
H 3.783 2.905 1.373
```

HOMO level: -7.42 eV
ΔE to the lowest compared entry with this formula, charge and spin: 70.64 kcal per mole
spin multiplicity: 1
Kohn-Sham gap: 7.16 eV
total energy: -216601.8785 eV